[1]
294
Properties=species:S:1:pos:R:3:forces:R:3 method="wB97M-V/def2-TZVPD" lumo_ev=-1.58 charge=0 multiplicity=1 fmax_ev_per_a=4.34 de_lowest_ev=0.000 orbital_gap_ev=7.048
C 1.52717 -6.78312 -2.05898 0.6 -1.6 1.9
C 1.56736 -5.60015 -1.35469 -0.5 -0.1 -0.5
C 2.29552 -5.46387 -0.16272 -0.1 0.1 -0.8
C 3.04002 -6.54861 0.29163 0.3 1.7 0.4
C 3.09240 -7.72314 -0.44430 0.5 0.0 2.1
C 2.22965 -7.86310 -1.46984 -0.7 -0.1 -2.7
N 3.87196 -6.40899 1.55451 1.4 -1.8 1.1
O 3.66247 -5.61122 2.44211 -1.2 0.8 -1.2
O 4.77242 -7.24860 1.71830 -0.8 0.3 -1.2
H 0.90135 -7.00838 -2.90987 0.0 0.5 -0.1
H 0.92617 -4.83053 -1.75839 0.4 0.6 0.3
H 2.30036 -4.44483 0.19501 0.2 -0.2 0.9
H 3.72492 -8.52479 -0.09260 -0.1 -0.1 0.0
H 2.15188 -8.82316 -1.95833 0.2 -0.2 -0.1
C 6.12421 -2.53908 2.18777 0.9 1.3 0.6
C 5.45734 -1.63023 1.38931 -0.1 0.4 -0.6
C 6.12267 -0.91394 0.38167 -1.7 0.4 -0.2
C 7.46698 -0.97270 0.26596 1.1 -1.4 1.0
C 8.18562 -1.78884 1.12179 0.0 -0.3 1.3
C 7.51975 -2.54250 2.13575 0.6 0.2 -1.8
N 8.18550 -0.30917 -0.79977 1.3 1.1 -2.0
O 7.57537 0.00955 -1.81090 -0.9 -0.3 0.4
O 9.39398 -0.09080 -0.74772 -0.7 -0.6 1.3
H 5.59669 -3.02466 2.99544 -0.1 -0.3 -0.1
H 4.41446 -1.44014 1.59589 -0.2 -0.1 -0.4
H 5.61285 -0.28569 -0.33374 -0.4 0.0 0.2
H 9.25622 -1.73075 0.99203 0.2 -0.4 0.3
H 8.08716 -3.20552 2.77202 0.1 0.1 0.1
C -2.77972 -8.70133 -2.15840 1.0 1.0 0.6
C -2.64244 -7.29942 -2.31653 -0.3 -1.0 -0.3
C -1.92300 -6.51723 -1.42117 -1.1 -0.3 -1.5
C -1.41524 -7.08711 -0.28938 -0.5 -0.4 0.1
C -1.54843 -8.48602 -0.05267 0.3 1.7 -0.7
C -2.19051 -9.27575 -1.04394 0.7 0.7 1.5
N -0.97774 -6.06725 0.71076 -1.6 1.8 -0.6
O -1.28324 -4.85028 0.48761 1.0 -2.8 0.3
O -0.53605 -6.45809 1.74787 0.9 -0.3 0.6
H -3.20048 -9.41140 -2.85494 -0.4 0.5 -0.3
H -3.14676 -6.78759 -3.12282 0.2 -0.1 -0.2
H -1.85688 -5.46670 -1.66287 0.1 0.1 0.4
H -1.07896 -8.82155 0.86024 -0.2 -0.6 0.0
H -2.25511 -10.34268 -0.88934 0.0 -0.1 0.0
C 5.23420 2.42876 -0.74269 -0.4 0.3 -1.1
C 4.95378 2.40394 0.60771 1.1 0.2 0.8
C 5.98562 2.61847 1.55357 -1.9 0.3 -0.1
C 7.22725 2.91213 1.08881 -0.5 0.3 -0.6
C 7.44345 2.96061 -0.28200 2.3 0.3 -0.3
C 6.50617 2.72250 -1.26080 -0.6 -0.2 1.9
N 8.28745 3.28836 2.03262 2.3 -1.7 -0.8
O 9.43171 2.89054 1.78097 -1.1 0.4 -0.4
O 8.03290 3.87697 3.04068 -1.2 0.9 0.9
H 4.43455 2.26874 -1.45077 -0.2 -0.2 0.0
H 3.95422 2.26582 0.99268 -0.1 -0.3 -0.2
H 5.70984 2.66944 2.59653 0.3 -0.2 0.1
H 8.46632 3.17749 -0.55235 0.2 0.1 -0.3
H 6.76653 2.75236 -2.30852 -0.2 0.0 0.1
C -7.09814 6.03143 -2.81573 -0.1 -0.8 -0.3
C -6.10671 6.59736 -2.03190 -0.5 -1.1 -0.6
C -4.99490 5.81574 -1.79001 1.4 -0.1 0.7
C -4.89499 4.47923 -2.17651 -0.6 0.4 0.4
C -6.03345 3.85968 -2.71859 1.6 -0.5 0.1
C -7.05957 4.64003 -3.14961 -1.0 1.8 0.6
N -3.67739 3.65148 -1.88305 1.0 0.1 0.4
O -2.59478 4.18418 -1.63084 -1.5 0.3 -0.4
O -3.78777 2.43892 -1.90741 -0.7 0.2 -0.2
H -7.90511 6.67326 -3.13708 -0.3 -0.2 0.0
H -6.21002 7.57627 -1.58755 0.2 0.1 -0.3
H -4.21802 6.31022 -1.22580 0.5 -0.4 0.0
H -6.07733 2.78452 -2.81081 0.2 0.0 -0.2
H -7.91124 4.15211 -3.60014 -0.1 0.2 -0.2
C 5.92820 -4.38401 -1.10480 -0.9 -1.4 1.5
C 6.75062 -5.17989 -0.27071 -0.2 0.9 -1.6
C 8.11189 -5.15643 -0.53540 0.6 -0.2 1.0
C 8.66767 -4.27152 -1.44774 -1.7 1.1 -1.2
C 7.80535 -3.45340 -2.23342 0.2 -0.5 1.1
C 6.39778 -3.56519 -2.06497 2.8 0.7 -1.2
N 10.13597 -4.13107 -1.59665 0.7 -0.7 1.4
O 10.56361 -3.50923 -2.52812 -0.2 0.5 -0.9
O 10.88044 -4.62587 -0.73938 -1.3 0.1 -0.5
H 4.85678 -4.42858 -0.97640 -0.2 -0.1 0.2
H 6.27857 -5.80666 0.47139 0.4 -0.1 0.1
H 8.81228 -5.74676 0.03677 0.0 -0.2 0.1
H 8.18587 -2.65651 -2.85517 0.3 -0.3 -0.3
H 5.79284 -2.99019 -2.75040 -0.3 0.1 0.3
C -6.14920 -0.54819 0.46732 1.1 0.6 1.6
C -5.80001 0.83368 0.58420 1.3 -0.8 0.2
C -4.92147 1.27189 1.60220 -0.6 -2.1 1.4
C -4.60913 0.33923 2.63416 -0.8 0.5 -1.0
C -5.06839 -1.00426 2.60420 1.2 1.7 0.6
C -5.77085 -1.45385 1.50717 -0.3 1.0 -1.2
N -3.78610 0.86654 3.78149 0.9 1.6 -1.4
O -3.62279 0.15389 4.74420 -0.1 0.3 -0.1
O -3.26356 2.01261 3.61479 -1.3 -2.8 0.7
H -6.58202 -0.99176 -0.41716 -0.3 0.4 0.0
H -5.97684 1.56822 -0.18753 -0.4 -0.2 -0.3
H -4.47626 2.24591 1.74179 -0.3 0.3 -0.5
H -4.75001 -1.61436 3.43656 -0.2 -0.4 -0.1
H -5.97809 -2.50655 1.38352 -0.1 -0.1 0.1
C -2.07496 -3.59173 4.85556 1.4 0.5 -0.9
C -1.19287 -3.38373 5.91256 -1.0 -0.7 -0.8
C 0.15873 -3.21509 5.66473 0.6 0.3 1.0
C 0.60754 -3.05718 4.38735 1.3 -0.2 -1.5
C -0.24324 -3.24219 3.29157 1.1 0.8 0.0
C -1.53758 -3.54880 3.52022 -2.4 -0.2 1.7
N 2.10943 -2.71803 4.13060 -0.8 0.6 -0.9
O 2.50906 -2.55536 2.98113 -1.1 -0.5 0.6
O 2.81314 -2.51421 5.08671 -0.1 -0.3 0.8
H -3.11926 -3.70356 5.10717 -0.1 -0.2 -0.5
H -1.62000 -3.44682 6.90251 0.4 0.1 0.2
H 0.84868 -3.18583 6.49509 0.2 0.2 0.0
H -0.01331 -3.02593 2.25872 0.8 -0.3 0.1
H -2.16337 -3.69041 2.65146 -0.3 0.0 0.1
C -3.29600 -9.40794 3.19705 -1.5 1.2 -0.2
C -2.58524 -8.21200 3.47628 -0.4 -2.3 0.1
C -3.07976 -6.99003 3.09538 0.9 0.6 -0.2
C -4.19864 -6.90127 2.30761 -1.4 -2.6 -0.4
C -4.96022 -8.05765 2.02873 0.9 -0.4 -0.2
C -4.52446 -9.31098 2.51061 0.9 1.3 0.0
N -4.64650 -5.60901 1.86121 0.7 1.9 0.2
O -4.64173 -4.78024 2.77780 -0.5 -0.2 -1.1
O -4.86314 -5.35137 0.67741 -0.1 -0.7 1.3
H -3.09576 -10.40191 3.56896 0.8 0.1 0.1
H -1.64753 -8.31112 4.00286 0.1 0.3 0.1
H -2.49667 -6.10770 3.31423 -0.1 0.1 0.1
H -5.81024 -8.05942 1.36249 -0.2 0.4 0.1
H -5.09560 -10.20581 2.31189 -0.1 0.0 0.0
C -2.95533 -3.69029 -7.90777 -0.2 1.4 -0.1
C -1.77118 -4.35689 -7.82771 0.6 -0.5 0.8
C -1.00443 -4.33592 -6.63168 0.0 -0.3 -0.3
C -1.46368 -3.62176 -5.53824 -1.6 1.8 -0.5
C -2.63323 -2.79416 -5.67951 0.6 -1.7 -0.1
C -3.34622 -2.84231 -6.88069 -0.1 -0.3 1.3
N -0.77279 -3.59672 -4.21194 -1.3 2.0 0.6
O -0.99955 -2.71217 -3.39737 -1.1 0.9 -1.0
O -0.02597 -4.44980 -3.90589 2.1 -3.4 -0.7
H -3.51526 -3.69604 -8.83127 -0.2 -0.2 0.0
H -1.54933 -4.92476 -8.71917 0.8 -0.3 0.3
H -0.06976 -4.87224 -6.55976 0.1 -0.1 0.0
H -3.09362 -2.36878 -4.80002 0.3 0.5 0.0
H -4.30460 -2.34541 -6.91245 0.0 0.2 -0.2
C -5.82739 -7.30422 -4.18344 -1.2 -2.1 -0.2
C -6.62370 -7.02486 -3.06478 0.5 1.5 -0.2
C -6.57957 -5.73171 -2.54973 0.7 0.1 0.4
C -5.67552 -4.80086 -3.10718 -1.2 -0.5 0.5
C -5.03413 -5.13326 -4.25887 2.1 0.9 -0.7
C -5.05771 -6.39113 -4.82654 -0.4 1.1 0.4
N -5.43907 -3.47061 -2.48389 0.0 0.1 0.7
O -6.20793 -3.18889 -1.53866 1.9 0.1 -2.1
O -4.46992 -2.80967 -2.91568 -2.3 -0.9 1.3
H -5.87588 -8.28157 -4.64044 -0.1 -0.4 0.2
H -7.29931 -7.70913 -2.57313 0.2 -0.4 -0.3
H -7.14439 -5.51341 -1.65545 0.0 0.3 0.0
H -4.30503 -4.46393 -4.69106 -0.2 0.5 0.0
H -4.49836 -6.55563 -5.73565 0.0 -0.3 0.1
C -4.47523 6.01952 5.63434 0.4 1.2 -0.2
C -4.23892 7.39582 5.86019 0.5 -0.6 -1.2
C -3.08342 8.00356 5.33753 -0.6 0.3 0.8
C -2.15607 7.26033 4.64828 0.8 -1.0 0.3
C -2.37260 5.89632 4.45029 -0.2 -0.5 -0.1
C -3.53693 5.27537 4.91592 0.1 0.9 0.2
N -0.80475 7.85695 4.30709 0.2 0.2 0.0
O 0.04903 7.09092 3.83213 -1.2 1.2 0.5
O -0.63612 9.05175 4.56210 -0.1 -1.9 -0.5
H -5.41013 5.57842 5.94705 0.0 -0.1 0.2
H -4.97528 8.05278 6.29906 -0.1 -0.2 0.3
H -2.92145 9.05936 5.49713 0.1 0.0 0.0
H -1.69072 5.25032 3.91726 0.3 0.3 -0.1
H -3.70221 4.22755 4.71307 0.1 0.0 0.0
C -1.75083 0.58113 -0.14326 -1.3 0.3 -0.9
C -1.51084 -0.72475 -0.42228 0.8 -1.6 0.3
C -0.19986 -1.20120 -0.53420 0.3 -0.5 0.9
C 0.86457 -0.32529 -0.39876 -1.0 1.3 0.0
C 0.58420 1.04018 -0.18891 0.3 -0.2 1.2
C -0.71831 1.45166 0.02755 0.8 0.8 -0.7
N 2.27018 -0.72593 -0.52611 -0.4 0.2 -1.0
O 3.09901 0.10977 -0.52612 1.5 4.0 1.0
O 2.61961 -1.82919 -0.79320 -1.2 -4.1 -0.2
H -2.76567 0.92898 -0.26778 -0.1 0.1 0.7
H -2.32780 -1.43090 -0.40331 -0.1 -0.1 -0.4
H -0.00816 -2.26405 -0.52997 0.0 -0.1 -0.5
H 1.31774 1.79997 0.03706 0.6 -0.3 -0.4
H -0.90813 2.49690 0.22211 0.0 0.1 0.1
C 1.83407 0.53482 7.99081 -1.1 -0.1 -1.1
C 0.95369 0.46808 6.89773 1.4 0.0 -0.5
C 1.48543 0.56531 5.59870 -0.5 0.1 0.0
C 2.85899 0.66977 5.37862 -0.5 -0.2 1.0
C 3.72050 0.71347 6.46690 -0.2 0.2 0.3
C 3.18992 0.67236 7.76495 0.3 0.3 -0.2
N 3.39860 0.82230 4.02106 -0.3 1.2 -1.3
O 2.59128 0.92545 3.07590 1.1 -0.5 1.5
O 4.60841 0.98797 3.90146 -1.1 -0.5 0.2
H 1.34230 0.50078 8.95175 0.6 0.0 0.4
H -0.10231 0.33845 7.08329 -0.1 0.1 -0.3
H 0.82085 0.63696 4.75041 0.0 -0.2 -0.1
H 4.77863 0.86403 6.31166 0.0 -0.1 0.0
H 3.83427 0.83051 8.61713 0.3 -0.2 0.0
C 2.34378 -2.64034 -6.12969 -0.2 0.7 -0.6
C 2.74604 -3.36528 -7.22466 0.5 -1.5 0.5
C 3.44744 -4.56202 -7.00354 0.9 0.4 0.0
C 3.87670 -4.89336 -5.71234 -0.8 -0.3 0.7
C 3.40819 -4.18124 -4.58760 -0.7 0.3 -1.2
C 2.64508 -3.02952 -4.83954 -0.1 -0.9 0.3
N 4.71353 -6.13482 -5.43634 0.9 0.1 -0.4
O 5.26668 -6.70266 -6.37274 -1.0 0.7 0.2
O 4.90013 -6.45866 -4.27712 -0.7 0.4 -0.3
H 1.75468 -1.76963 -6.37713 -0.1 0.3 0.5
H 2.48003 -3.07058 -8.22905 0.0 0.0 0.0
H 3.74052 -5.14435 -7.86458 0.2 -0.3 0.2
H 3.41952 -4.56949 -3.57986 0.7 0.0 0.0
H 2.13739 -2.54822 -4.01675 0.3 0.2 0.2
C -1.13926 0.70759 -5.88652 0.0 -1.1 -0.8
C -0.10367 0.95274 -6.77928 -1.2 0.6 -0.7
C 1.19561 1.03662 -6.40522 1.8 -0.8 1.5
C 1.52534 0.62811 -5.08875 -2.4 1.0 -0.1
C 0.47204 0.26561 -4.19721 1.4 -0.2 -0.7
C -0.86941 0.28056 -4.60976 1.0 0.6 0.6
N 2.90064 0.76943 -4.59926 1.9 -1.9 -1.3
O 3.82552 0.64534 -5.41689 -1.5 0.7 -0.1
O 3.13145 0.80284 -3.42255 -0.9 0.5 1.3
H -2.13219 0.65860 -6.30852 -0.3 0.2 0.3
H -0.38451 1.16651 -7.79998 0.1 0.2 -0.1
H 1.97531 1.37910 -7.06944 0.0 -0.1 -0.1
H 0.78257 -0.10404 -3.23111 -0.3 0.2 0.3
H -1.66468 0.07374 -3.90894 0.1 -0.3 0.1
C 0.60819 4.40168 -2.77904 0.2 0.2 -0.5
C 1.69202 5.29926 -2.85947 -0.2 -0.5 -0.4
C 2.27496 5.56833 -4.07784 -0.4 -1.7 -2.4
C 1.79449 4.86334 -5.25959 0.4 0.8 2.0
C 0.66130 4.03437 -5.18758 1.2 0.9 -0.1
C 0.08086 3.82739 -3.94326 0.7 -0.2 0.4
N 2.61835 4.96285 -6.48673 0.0 0.7 -1.7
O 2.35522 4.19314 -7.41644 0.1 0.3 1.2
O 3.47333 5.84804 -6.59702 -1.0 -1.1 0.9
H 0.21961 4.13560 -1.80713 -0.1 -0.1 0.0
H 2.20515 5.69527 -1.99559 -0.4 0.1 0.3
H 3.18008 6.14750 -4.18612 -0.1 0.1 0.1
H 0.25610 3.52377 -6.04870 0.3 0.1 -0.1
H -0.63505 3.01884 -3.93239 -0.5 0.3 0.5
C -0.94710 7.07031 0.00490 -0.2 -0.7 -0.3
C -0.63753 8.33635 0.42016 -0.9 1.0 0.1
C -1.52958 9.02902 1.25663 1.1 0.7 -0.5
C -2.70912 8.46339 1.66657 0.2 -1.4 -0.6
C -2.97719 7.15073 1.31808 -0.1 -0.9 -1.1
C -2.09785 6.45215 0.46975 -0.2 0.4 1.4
N -3.60864 9.18071 2.53108 0.4 2.3 1.5
O -3.04619 10.03517 3.24552 -1.0 -1.0 -1.0
O -4.80947 8.97486 2.55025 0.7 -0.5 -0.3
H -0.35016 6.54522 -0.72609 0.3 0.0 0.1
H 0.19573 8.86996 -0.01266 0.2 0.0 0.2
H -1.29733 10.05337 1.50797 -0.1 0.0 0.2
H -3.88760 6.63914 1.59345 -0.1 0.1 0.4
H -2.22642 5.38923 0.32816 -0.3 0.1 -0.3
C 3.00201 4.31775 5.87901 1.2 -0.4 0.4
C 1.64768 4.16597 5.99037 0.0 0.8 -1.1
C 0.91903 4.10619 4.79904 0.0 -1.3 -1.2
C 1.56391 4.01187 3.50952 0.2 0.4 3.3
C 2.96981 4.09197 3.50999 -1.6 0.7 -2.4
C 3.64892 4.30113 4.65258 0.7 0.3 1.3
N 0.77027 3.97366 2.29045 -2.2 -0.4 1.2
O -0.45009 3.72148 2.40026 1.7 0.3 0.0
O 1.29835 4.21839 1.24320 0.7 0.0 -0.9
H 3.61911 4.36933 6.76384 0.0 0.3 0.2
H 1.22157 4.29592 6.97422 -0.5 -0.4 -0.1
H -0.14042 3.91944 4.89427 -0.2 0.4 -0.4
H 3.51351 4.19583 2.58262 -0.1 -0.3 -0.3
H 4.69451 4.56411 4.58960 0.2 -0.3 0.1
C -10.82999 3.76146 1.15948 0.2 0.7 1.1
C -10.31193 3.51076 2.45805 0.8 0.2 -1.2
C -8.94668 3.68833 2.68622 -0.5 -0.4 -1.6
C -8.09989 4.00077 1.56230 -0.7 -0.7 3.5
C -8.63384 4.26334 0.32609 0.5 0.2 -0.9
C -10.00525 4.24599 0.15486 -0.8 -0.7 0.7
N -6.67541 4.10896 1.95269 3.3 1.7 -1.1
O -5.89244 4.58974 1.07286 -2.0 -1.3 1.4
O -6.24020 3.86249 3.08738 -1.8 -0.1 -1.8
H -11.89152 3.72427 0.96408 -0.1 -0.2 0.1
H -10.89830 3.15467 3.29217 -0.4 0.1 -0.2
H -8.61456 3.46317 3.68891 0.6 0.3 -0.2
H -8.07626 4.43333 -0.58309 0.7 0.3 0.4
H -10.47452 4.57890 -0.75912 0.3 -0.2 -0.3
C 4.39422 6.08564 0.63055 -1.9 0.8 -1.6
C 3.13650 6.66788 0.88408 1.0 -0.2 0.5
C 3.01269 7.45913 2.00535 0.6 1.3 0.6
C 4.17364 7.92117 2.73300 -2.5 -0.6 -1.3
C 5.39049 7.37378 2.42655 -0.3 -0.2 0.7
C 5.43398 6.41723 1.40861 2.4 0.4 1.1
N 3.98521 9.10502 3.63424 1.0 -0.5 0.0
O 2.87968 9.48017 3.93332 -0.4 -0.3 -0.2
O 5.01664 9.64938 3.98910 0.0 -0.1 0.0
H 4.54627 5.60495 -0.32454 0.1 -0.6 0.2
H 2.32476 6.56804 0.17873 -0.2 -0.3 0.3
H 2.03609 7.84202 2.26239 0.0 0.3 0.1
H 6.27384 7.57917 3.01298 0.1 0.3 -0.2
H 6.42915 6.04163 1.22164 0.0 -0.3 -0.2



[2]
40
Properties=species:S:1:pos:R:3:forces:R:3 method="wB97M-V/def2-TZVPD" lumo_ev=-8.81 charge=0 multiplicity=1 fmax_ev_per_a=2.85 de_lowest_ev=0.287 orbital_gap_ev=1.087
Al -1.21645 1.85101 -1.23888 0.0 -0.3 0.0
O 5.84371 -0.63154 3.67719 1.1 0.4 1.1
C 5.49421 -0.29636 2.60392 -1.4 -0.6 -1.5
O 4.58255 -0.76381 1.79460 0.9 0.2 1.3
B 4.34575 0.17497 0.67097 -1.2 -0.6 -1.8
O 5.28314 1.25290 0.88336 0.4 -0.2 0.7
C 6.01000 1.06728 1.96641 0.4 2.4 -1.6
O 6.81505 1.80425 2.40482 0.2 -0.6 0.6
O 2.92095 0.60977 0.67655 1.4 0.0 1.0
C 2.36670 0.24018 -0.44267 -0.5 0.4 -1.2
O 1.24187 0.47808 -0.77703 -0.4 0.0 -0.1
C 3.43655 -0.44905 -1.32301 -0.3 -1.3 -1.1
O 4.54558 -0.51396 -0.61950 0.7 0.8 1.7
O 3.32041 -0.94521 -2.40447 -0.5 0.7 0.4
O 3.06456 0.67225 5.84910 0.6 -0.2 0.1
C 2.45285 0.10014 5.01361 -1.2 1.4 0.4
O 1.20478 0.27950 4.67044 0.4 0.0 0.0
B 0.83087 -0.60596 3.56249 -2.3 -0.4 0.4
O 1.98101 -1.49752 3.39458 1.6 -0.1 0.3
C 2.97814 -1.07234 4.13226 -1.2 0.0 -0.5
O 4.07097 -1.52417 4.21762 0.0 -2.4 -0.1
O -0.37145 -1.45111 3.88918 1.7 0.7 0.1
C -1.30506 -1.18983 3.01066 -2.0 -0.2 0.0
O -2.43503 -1.58840 3.03575 0.6 0.1 -0.3
C -0.75904 -0.17817 2.00816 0.2 0.9 -1.2
O 0.45391 0.17133 2.39036 0.8 -0.4 0.4
O -1.27998 0.30513 1.03242 -0.4 -0.4 0.3
O -7.95036 -0.84026 -2.63765 -0.7 -0.2 0.1
C -6.95134 -0.61367 -3.22069 0.3 0.2 0.7
O -6.37073 0.55014 -3.41906 0.0 -0.6 -0.9
B -5.15802 0.32221 -4.21843 1.3 0.4 0.5
O -4.94591 -1.13786 -4.32272 -0.8 0.5 -0.1
C -5.95630 -1.75221 -3.75474 0.5 -0.2 -0.6
O -6.10562 -2.92116 -3.65189 -0.4 -0.2 0.3
O -3.99878 0.84673 -3.43209 0.0 -0.1 0.0
C -3.31814 1.69272 -4.16600 -1.1 0.2 0.5
O -2.44526 2.40083 -3.73781 0.8 0.0 0.0
C -4.00765 1.74736 -5.55628 1.3 0.8 0.0
O -5.09348 1.01656 -5.50150 -0.7 -0.6 0.2
O -3.57497 2.38927 -6.46001 -0.3 -0.1 -0.3